Entry 1:
Density functional theory data (ωB97M-V/def2-TZVPD) for a gas-phase ion, C49H77N16O6 (charge +1) in a non-equilibrium geometry.

Energy above the lowest of the compared OMol25 structures with the same formula, charge and spin = 27.86 kJ/mol
Net charge = +1
LUMO level = -1.3 eV

Atoms and positions in Å:
1 C -0.9493 -5.6072 1.8631
2 C -1.2250 -5.1072 0.8104
3 C -1.5355 -4.5037 -0.4738
4 O -0.3857 -4.1731 -1.2551
5 C 0.3224 -5.2621 -1.8122
6 C 1.5657 -5.6451 -1.0055
7 O 2.5739 -4.6883 -1.2796
8 C 3.8714 -5.0171 -0.8177
9 C 4.2083 -4.2914 0.4948
10 H 3.5424 -4.6446 1.2887
11 H 5.2427 -4.5177 0.7756
12 O 3.9996 -2.8940 0.4373
13 C 5.0493 -2.0927 -0.0910
14 C 5.0480 -1.9854 -1.6302
15 N 3.7091 -1.7765 -2.1183
16 C 3.1593 -0.5433 -2.1548
17 N 3.9612 0.4953 -2.3219
18 C 3.3546 1.6847 -2.3230
19 N 4.1255 2.7835 -2.4910
20 C 3.6617 4.0575 -1.9938
21 H 2.5917 3.9638 -1.8080
22 H 3.8315 4.8309 -2.7476
23 C 4.4431 4.3874 -0.6925
24 N 5.0101 3.1621 -0.1718
25 C 4.3931 2.2622 0.6200
26 O 4.8420 1.1413 0.7972
27 C 3.1304 2.6849 1.3861
28 N 2.1762 1.6179 1.2572
29 C 2.3243 0.3095 1.5353
30 C 1.1137 -0.2501 1.1775
31 N 0.3264 0.7437 0.7150
32 N 0.9693 1.8500 0.7691
33 C 0.6761 -1.6724 1.1259
34 C 1.1423 -2.5263 2.3061
35 H 2.2210 -2.4014 2.4268
36 H 0.9447 -3.5687 2.0426
37 C 0.4484 -2.2574 3.6503
38 C 0.7905 -0.8885 4.2307
39 H 0.4048 -0.0862 3.6087
40 H 0.3432 -0.7864 5.2157
41 H 1.8678 -0.7703 4.3326
42 C 0.8619 -3.3455 4.6403
43 H 0.6052 -4.3313 4.2621
44 H 0.3512 -3.2039 5.5881
45 H 1.9345 -3.3135 4.8215
46 H -0.6344 -2.3170 3.5099
47 N 1.2515 -2.2550 -0.1258
48 H 0.6787 -3.0474 -0.4860
49 H 1.3339 -1.5230 -0.9228
50 H 2.2189 -2.5782 0.0668
51 H -0.4151 -1.6932 1.0405
52 H 3.2225 -0.1004 1.9389
53 H 2.6402 3.5596 0.9599
54 C 3.4950 2.9388 2.8662
55 C 4.3972 4.1652 2.9755
56 H 5.3132 4.0238 2.4066
57 H 3.8958 5.0577 2.6103
58 H 4.6666 4.3298 4.0153
59 C 2.2427 3.0687 3.7480
60 C 1.2331 4.1157 3.2882
61 H 0.7756 3.8367 2.3418
62 H 0.4391 4.1965 4.0259
63 H 1.6952 5.0938 3.1873
64 H 1.7396 2.1008 3.8057
65 H 2.5784 3.3141 4.7571
66 H 4.0614 2.0682 3.2171
67 C 6.0799 2.6752 -1.0284
68 H 6.3400 1.6726 -0.6897
69 H 6.9484 3.3297 -0.9251
70 C 5.5630 2.6537 -2.4886
71 H 5.8250 1.7178 -2.9783
72 H 5.9700 3.4910 -3.0601
73 H 3.8083 4.8828 0.0377
74 H 5.2813 5.0544 -0.9105
75 N 2.0394 1.8686 -2.2298
76 C 1.3014 0.7639 -2.1475
77 N 1.8224 -0.4772 -2.0355
78 N -0.0287 0.8885 -2.1812
79 C -0.9104 -0.2499 -2.1054
80 C -2.0770 -0.0704 -3.0854
81 N -2.7556 1.1724 -2.8046
82 C -3.9640 1.3591 -2.2338
83 O -4.3453 2.4553 -1.8742
84 C -4.8542 0.1063 -2.0569
85 N -4.3920 -0.5673 -0.8682
86 C -4.6397 -0.2676 0.4225
87 C -3.8624 -1.1576 1.1411
88 N -3.2015 -1.9235 0.2511
89 N -3.5299 -1.5682 -0.9446
90 C -3.6444 -1.2706 2.6180
91 N -3.0308 -2.5323 3.0110
92 H -2.4214 -2.8558 2.2661
93 H -3.7355 -3.2476 3.1449
94 H -4.6096 -1.1692 3.1252
95 C -2.7439 -0.0930 3.0780
96 C -3.3217 1.2079 2.6072
97 C -4.4842 1.7197 3.1738
98 C -5.1195 2.8151 2.6245
99 C -4.5972 3.4248 1.4858
100 C -3.3978 2.9634 0.9566
101 C -2.7755 1.8596 1.5089
102 H -1.8518 1.4942 1.0823
103 H -2.9761 3.4559 0.0918
104 O -5.2824 4.4528 0.9279
105 H -4.8923 4.6737 0.0728
106 H -6.0319 3.2033 3.0483
107 H -4.9075 1.2427 4.0456
108 H -2.6730 -0.1346 4.1646
109 H -1.7488 -0.2326 2.6558
110 H -5.3074 0.5056 0.7301
111 H -4.7120 -0.5851 -2.8926
112 C -6.3400 0.4998 -1.9848
113 C -6.7511 1.0988 -3.3285
114 H -7.7866 1.4213 -3.2942
115 H -6.1399 1.9655 -3.5631
116 H -6.6433 0.3654 -4.1257
117 H -6.4543 1.2692 -1.2155
118 C -7.2081 -0.7148 -1.6323
119 C -8.6364 -0.3297 -1.2647
120 H -9.1562 0.1134 -2.1089
121 H -8.6398 0.3844 -0.4444
122 H -9.1909 -1.2114 -0.9534
123 H -6.7717 -1.2488 -0.7850
124 H -7.2226 -1.4023 -2.4815
125 C -1.8592 2.3033 -2.9635
126 C -0.6712 2.1731 -2.0113
127 H 0.0675 2.9476 -2.2099
128 H -1.0126 2.2585 -0.9741
129 H -2.4157 3.2161 -2.7499
130 H -1.5110 2.3251 -4.0009
131 H -2.7343 -0.9303 -2.9870
132 H -1.6894 -0.0241 -4.1092
133 H -0.3585 -1.1508 -2.3697
134 H -1.3026 -0.3445 -1.0868
135 H 3.0731 -2.5548 -2.0122
136 H 5.6501 -1.1230 -1.9157
137 H 5.4614 -2.8796 -2.0998
138 H 6.0191 -2.4602 0.2599
139 H 4.8764 -1.0965 0.3245
140 H 4.5656 -4.7185 -1.6070
141 H 3.9731 -6.0958 -0.6618
142 H 1.3301 -5.6767 0.0672
143 H 1.9004 -6.6414 -1.3204
144 H -0.3295 -6.1348 -1.9097
145 H 0.6461 -4.9434 -2.8080
146 H -2.1863 -5.1831 -1.0400
147 H -2.0684 -3.5549 -0.3172
148 H -0.7478 -6.0512 2.7925

Atomic partial charges in e from the Mulliken method, atoms 1 to 4: atom 1 (C): 0.0902, atom 2 (C): -0.2401, atom 3 (C): 0.3624, atom 4 (O): -0.5744

---

Entry 2:
Density functional theory data (ωB97M-V/def2-TZVPD) for a molecular structure, C49H79CaClFN5O8S3Si in a non-equilibrium geometry.

Energy above the lowest of the compared OMol25 structures with the same formula, charge and spin = 55.82 kJ/mol
Net charge = 0
LUMO level = -1.9 eV

Atoms and positions in Å:
1 Ca -0.8958 -1.5593 -0.1785
2 C -2.8008 2.5730 -6.7350
3 C -3.1984 3.0561 -5.3467
4 N -2.4429 2.3956 -4.2789
5 C -2.9762 1.2973 -3.6798
6 C -2.4026 0.5663 -2.6965
7 C -3.1948 -0.6629 -2.2384
8 O -4.3152 -0.7962 -2.7305
9 O -2.5831 -1.4181 -1.4293
10 C -1.1149 0.9726 -2.1983
11 O -0.4546 0.4201 -1.3133
12 C -0.5274 2.1581 -2.8644
13 C 0.7316 2.5841 -2.4804
14 C 1.3242 3.6508 -3.0908
15 F 2.5370 4.0631 -2.6553
16 C 0.7011 4.3210 -4.1464
17 C -0.5463 3.8936 -4.5402
18 C -1.1902 2.8304 -3.8969
19 N 1.3156 5.3776 -4.8811
20 C 0.5792 6.6386 -4.9618
21 C 0.8327 7.2386 -6.3568
22 N 2.0959 6.6032 -6.8739
23 C 3.1566 6.6557 -5.8058
24 C 2.7445 5.6514 -4.7052
25 H -3.3684 3.1052 -7.5016
26 H -3.0060 1.5062 -6.8358
27 H -1.7345 2.7251 -6.9208
28 H -4.2481 2.8484 -5.1615
29 H -3.0731 4.1330 -5.2478
30 H -3.9521 0.9752 -4.0285
31 H 1.2429 2.0639 -1.6794
32 H -1.0083 4.3616 -5.3998
33 H 0.9073 7.3326 -4.1797
34 H -0.4825 6.4746 -4.8256
35 H 0.9848 8.3138 -6.3268
36 H 0.0430 7.0036 -7.0655
37 H 2.3971 7.0035 -7.7575
38 H 1.8688 5.6132 -6.9994
39 H 3.1857 7.6803 -5.4464
40 H 4.1158 6.4099 -6.2496
41 H 2.9857 6.0769 -3.7308
42 H 3.3006 4.7254 -4.8144
43 C 2.4085 2.6668 3.3515
44 C 1.9036 2.3294 1.9518
45 C 3.0341 2.5199 0.9347
46 C 0.7172 3.2228 1.6097
47 O 1.4087 0.9910 1.8953
48 Si 2.1024 -0.4285 2.4321
49 S 1.1559 -2.0977 1.7159
50 O 3.6988 -0.2828 2.0052
51 C 4.8958 -0.8443 2.5489
52 C 5.3218 -0.0352 3.7672
53 C 5.9460 -0.7242 1.4557
54 C 4.6803 -2.3096 2.9200
55 O 2.1686 -0.3557 4.0964
56 C 1.1607 -0.5582 5.0843
57 C 1.1514 -2.0371 5.4382
58 C 1.5524 0.2848 6.2896
59 C -0.2149 -0.1191 4.5706
60 H 2.7659 3.7027 3.3795
61 H 3.2269 2.0046 3.6447
62 H 1.6001 2.5575 4.0795
63 H 3.2413 3.5846 0.7866
64 H 2.7563 2.0680 -0.0215
65 H 3.9429 2.0170 1.2667
66 H 1.0506 4.2398 1.3762
67 H 0.0145 3.2663 2.4463
68 H 0.1714 2.8098 0.7610
69 H 5.5188 1.0036 3.4804
70 H 6.2334 -0.4543 4.2056
71 H 4.5280 -0.0485 4.5171
72 H 6.0164 0.3161 1.1235
73 H 5.6711 -1.3394 0.5962
74 H 6.9250 -1.0466 1.8223
75 H 3.9997 -2.3973 3.7731
76 H 5.6347 -2.7782 3.1798
77 H 4.2323 -2.8462 2.0788
78 H 2.1179 -2.3268 5.8585
79 H 0.9776 -2.6199 4.5311
80 H 0.3703 -2.2623 6.1714
81 H 2.5768 0.0481 6.5907
82 H 0.8856 0.0833 7.1338
83 H 1.5024 1.3497 6.0465
84 H -0.5310 -0.7303 3.7184
85 H -0.1696 0.9199 4.2198
86 H -0.9525 -0.2070 5.3803
87 C 3.4349 -3.2278 -1.0458
88 C 3.2227 -1.8227 -1.5552
89 O 2.2168 -1.8785 -2.5597
90 C 1.9978 -0.6443 -3.1883
91 C 0.8727 -0.8160 -4.1844
92 H 4.3241 -3.2723 -0.4127
93 H 3.5674 -3.9124 -1.8861
94 H 2.5822 -3.5542 -0.4499
95 H 4.1478 -1.4144 -1.9887
96 H 2.9091 -1.1584 -0.7408
97 H 2.9164 -0.3066 -3.6929
98 H 1.7391 0.1164 -2.4392
99 H 1.1037 -1.6286 -4.8751
100 H 0.7238 0.1075 -4.7590
101 H -0.0617 -1.0692 -3.6765
102 Cl 0.5073 -5.7997 0.3620
103 C -1.0304 -5.8733 -0.4838
104 C -1.8619 -6.9482 -0.2193
105 C -3.1065 -7.0625 -0.8306
106 C -3.4869 -6.0417 -1.7091
107 C -2.6606 -4.9666 -1.9644
108 C -1.3521 -4.8258 -1.3945
109 C -0.5174 -3.7279 -1.7098
110 H -1.5200 -7.7102 0.4751
111 H -3.7479 -7.9144 -0.6343
112 H -4.4600 -6.0864 -2.1912
113 H -2.9963 -4.1733 -2.6262
114 H -0.8171 -3.1294 -2.5687
115 H 0.5475 -3.7893 -1.5083
116 S -2.2976 0.9517 1.6802
117 C -3.4707 1.5775 2.6422
118 N -3.3761 1.3404 4.0073
119 C -4.2172 1.8340 4.9256
120 C -5.2670 2.5874 4.5311
121 C -5.3910 2.7773 3.1315
122 N -4.5721 2.3161 2.2314
123 H -2.5820 0.7732 4.2785
124 H -4.0040 1.5915 5.9579
125 H -5.9689 3.0028 5.2375
126 H -6.2374 3.3459 2.7491
127 C -0.3630 -5.3871 4.0617
128 C -1.8700 -5.1504 4.1742
129 C -2.3178 -3.7982 3.6126
130 S -2.1412 -3.7800 1.8247
131 O -2.2125 -2.3022 1.4261
132 C -3.7430 -4.4810 1.3547
133 C -4.7743 -3.4198 0.9817
134 C -5.4663 -2.7378 2.1571
135 H -0.1070 -6.4113 4.3410
136 H 0.1793 -4.7076 4.7247
137 H 0.0024 -5.2160 3.0440
138 H -2.1790 -5.1998 5.2204
139 H -2.4107 -5.9519 3.6564
140 H -1.6782 -2.9763 3.9522
141 H -3.3586 -3.5767 3.8515
142 H -4.0448 -5.1292 2.1838
143 H -3.5277 -5.1108 0.4899
144 H -5.5079 -3.9074 0.3370
145 H -4.2849 -2.6628 0.3680
146 H -5.9124 -3.4650 2.8422
147 H -6.2617 -2.0774 1.8021
148 H -4.7629 -2.1183 2.7208

Atomic partial charges in e from the Mulliken method, atoms 1 to 4: atom 1 (Ca): 1.5920, atom 2 (C): -1.0605, atom 3 (C): -1.1318, atom 4 (N): 0.3782